Formula: C28H30BrN4O3Sr
Source: OMol25
Level of theory: ωB97M-V with the def2-TZVPD basis set

Kohn-Sham gap = 6.37 eV
HOMO energy = -10.00 eV
E_tot = -4134.29085 a.u.
Net charge = +1
LUMO energy = -3.63 eV
Relative energy (zero: lowest compared OMol25 entry of this formula, charge and spin) = 103.8 kJ/mol

Each line ends with the Löwdin charge.
Element x y z (Å)
Sr -0.212 -0.442 0.340  1.404
O -2.345 -7.601 -3.308  0.139
C -2.669 -6.701 -2.363  -0.483
O -3.445 -6.981 -1.495  0.129
C -2.010 -5.356 -2.451  -0.140
C -0.653 -5.225 -2.717  -0.011
C -0.058 -3.971 -2.699  -0.015
C -0.819 -2.842 -2.413  -0.283
C -2.183 -2.976 -2.166  -0.023
C -2.770 -4.225 -2.176  0.000
N -0.217 -1.552 -2.316  0.036
C 0.495 -1.123 -3.271  -0.071
C 1.149 0.200 -3.213  -0.264
C 1.844 0.663 -4.314  -0.004
C 2.440 1.916 -4.251  -0.031
C 2.307 2.655 -3.094  -0.023
C 1.588 2.114 -2.031  -0.116
N 1.021 0.909 -2.079  0.074
H -1.765 -7.217 -3.974  0.112
H -0.040 -6.101 -2.907  0.128
H 1.010 -3.866 -2.866  0.120
H -2.778 -2.091 -1.978  0.119
H -3.825 -4.337 -1.961  0.133
H 0.615 -1.696 -4.194  0.142
H 1.922 0.055 -5.206  0.122
H 3.001 2.299 -5.093  0.121
H 2.757 3.635 -3.001  0.118
H 1.465 2.658 -1.102  0.095
C -1.104 3.210 0.823  -0.061
C 0.195 3.372 1.575  -0.263
O 1.136 2.422 1.079  -0.252
C 2.442 2.629 1.600  -0.276
C 3.358 1.536 1.104  -0.058
H -1.788 4.017 1.087  0.091
H -1.577 2.262 1.083  0.040
H -0.927 3.253 -0.257  0.074
H 0.045 3.212 2.645  0.122
H 0.593 4.381 1.431  0.126
H 2.404 2.622 2.694  0.124
H 2.806 3.614 1.291  0.126
H 3.026 0.562 1.472  0.070
H 4.369 1.709 1.470  0.089
H 3.388 1.510 0.014  0.062
Br -2.063 1.286 7.155  0.721
C -1.574 0.869 5.370  -0.710
C -2.560 0.601 4.436  -0.146
C -2.182 0.310 3.126  -0.191
C -0.843 0.256 2.698  -0.338
C 0.106 0.529 3.701  -0.189
C -0.237 0.842 5.017  -0.148
H -3.603 0.614 4.731  0.097
H -2.993 0.132 2.417  0.064
H 1.172 0.506 3.464  0.071
H 0.525 1.060 5.759  0.097
N -3.867 -6.025 1.806  0.156
C -3.159 -4.911 1.498  -0.306
C -3.783 -3.659 1.356  0.000
C -3.020 -2.558 1.062  -0.165
N -1.685 -2.581 0.911  -0.080
C -1.092 -3.776 1.077  -0.154
C -1.763 -4.940 1.359  -0.004
H -4.858 -6.030 1.644  0.112
H -3.413 -6.919 1.740  0.110
H -4.854 -3.563 1.483  0.121
H -3.500 -1.593 0.935  0.106
H -0.012 -3.800 0.966  0.111
H -1.222 -5.873 1.465  0.122

Atomic forces in eV per Å
Sr 0.199 0.388 -0.232
O 0.020 -0.090 0.100
C 0.032 0.055 -0.007
O -0.093 0.041 0.073
C 0.136 -0.114 -0.010
C 0.021 0.012 -0.075
C 0.126 0.084 0.076
C 0.132 -0.075 -0.250
C 0.031 0.111 -0.039
C -0.109 0.080 0.044
N -0.336 -0.306 0.401
C -0.055 0.120 -0.081
C -0.064 0.023 0.196
C 0.074 -0.003 -0.142
C 0.054 0.014 -0.036
C 0.017 0.016 -0.004
C -0.100 -0.153 -0.073
N 0.030 0.031 0.254
H 0.029 0.082 -0.084
H -0.036 0.050 0.014
H -0.078 -0.051 0.015
H -0.007 -0.017 0.058
H 0.030 -0.002 -0.002
H 0.040 -0.005 0.003
H -0.012 0.003 0.034
H -0.029 0.003 0.003
H -0.045 -0.030 0.014
H 0.002 -0.047 -0.053
C 0.064 0.025 -0.153
C -0.113 -0.011 -0.012
O -0.011 -0.260 -0.207
C -0.020 -0.056 0.130
C -0.084 0.026 -0.020
H -0.036 -0.069 -0.013
H -0.032 0.017 0.056
H -0.037 0.047 0.049
H 0.012 -0.046 0.084
H 0.080 0.047 -0.024
H -0.034 0.018 0.048
H 0.005 0.041 -0.039
H 0.038 -0.020 0.028
H 0.014 -0.068 -0.005
H 0.034 -0.003 0.000
Br 0.002 -0.006 -0.001
C -0.026 0.012 0.014
C -0.081 -0.020 -0.116
C 0.204 0.060 0.211
C -0.054 -0.027 0.042
C -0.229 0.016 -0.009
C 0.188 -0.016 -0.048
H 0.066 0.043 -0.024
H 0.014 -0.031 0.066
H -0.063 0.032 0.046
H -0.069 -0.043 -0.053
N 0.122 0.142 -0.039
C -0.071 -0.006 0.079
C -0.045 -0.110 -0.038
C 0.187 0.057 -0.018
N 0.158 -0.046 -0.129
C -0.169 0.174 -0.072
C 0.010 -0.131 -0.021
H -0.043 -0.002 0.033
H -0.008 -0.041 -0.071
H 0.025 0.015 -0.028
H -0.014 -0.027 0.051
H 0.009 -0.027 0.003
H -0.001 0.078 0.004